Record 1
The following is a DFT calculation (wB97M-V/def2-TZVPD) of a 2-piece molecular cluster, C4H7IN overall at a distorted geometry.

Results
- F_max: 0.05435 Eh/bohr
- Kohn-Sham gap: 6.80 eV
- Relative energy (zero: lowest compared OMol25 entry of this formula, charge and spin): 365.8 kJ/mol
- Total charge: +1
- Energy: -13841.46476 eV

The geometry in XYZ format:
```
13
Properties=species:S:1:pos:R:3:forces:R:3:nbo_charge:R:1
C 0.532451 -2.295347 0.902481 -0.7 0.7 1.0 0.12
C -0.111181 -1.260580 0.899244 1.8 -1.4 -0.2 -0.21
C -1.782527 0.237125 0.008456 -2.2 1.4 -1.0 -0.76
C -0.614689 -0.009915 0.778843 0.2 0.9 0.7 0.13
N 1.609572 0.931926 -1.191595 -1.4 -1.8 -1.4 -1.11
I 0.052452 1.497511 1.992375 0.2 -0.4 -0.2 0.50
H 1.124732 -3.112807 1.263896 0.0 -0.2 -0.6 0.28
H -2.329530 -0.658356 -0.338080 0.5 0.5 0.1 0.28
H -2.423084 0.870246 0.669392 0.0 -0.6 -0.4 0.30
H -1.643671 0.989881 -0.818818 0.3 -0.8 0.5 0.33
H 2.202388 1.658896 -0.899700 0.8 1.1 0.2 0.37
H 2.134989 0.034484 -1.087296 -0.7 1.2 -0.7 0.38
H 1.248097 1.116937 -2.179197 1.2 -0.6 1.9 0.39
```
Positions in Å, forces in eV/Å.

---

Record 2
The following is a DFT calculation (wB97M-V/def2-TZVPD) of a 19-piece molecular cluster, C46H69Cl55NO overall at a distorted geometry.

Results
- F_max: 0.02335 Eh/bohr
- Kohn-Sham gap: 8.52 eV
- Total charge: +1
- Energy: -741086.23581 eV

The geometry in XYZ format:
```
172
Properties=species:S:1:pos:R:3:forces:R:3:lowdin_charge:R:1
C 2.496526 1.606203 -1.776107 0.1 -0.2 -0.3 -0.12
C 2.073403 0.799005 -3.010849 -0.7 0.3 1.0 -0.23
C 0.935673 -0.181307 -2.651296 0.0 0.1 -0.1 -0.21
C -0.404133 0.224665 -3.282187 0.2 -0.3 0.4 -0.21
C -1.151273 1.278663 -2.484938 -0.4 0.5 -0.3 -0.21
C -2.384500 1.844081 -3.230902 0.5 -0.2 0.5 -0.18
C -2.580259 3.360773 -3.054145 -0.6 -0.4 -0.4 -0.19
C -2.245748 4.181205 -4.320021 -0.2 -0.1 0.6 -0.21
C -1.136219 5.214934 -4.157528 -0.1 -0.7 -0.1 -0.22
C -1.438811 6.292190 -3.129946 -0.3 0.3 -0.5 -0.22
C -0.464796 7.484300 -3.185950 -0.1 -0.3 0.1 -0.19
C 0.397987 7.695039 -1.948628 -0.3 0.5 0.1 -0.24
C -0.410898 7.993459 -0.664263 0.3 -0.5 -0.8 -0.19
C 0.315477 7.551253 0.605312 -0.3 0.5 0.2 -0.21
C -0.589196 7.089004 1.757282 0.7 -0.4 -0.1 -0.18
C -1.629115 6.003001 1.433494 -0.1 -0.2 0.1 -0.14
C -1.178467 4.586000 1.685138 0.3 -0.3 -0.4 -0.13
C -1.580031 3.881655 2.836881 0.6 -0.2 0.1 -0.11
C -2.444897 4.494936 3.886465 -0.6 -0.4 -0.3 -0.09
C -3.926637 4.249822 3.518885 -0.2 0.2 -0.3 -0.23
O -4.651206 5.452539 3.712352 0.2 0.0 0.0 -0.10
C -1.196659 2.552151 3.013639 0.3 -0.2 -0.5 0.07
C -0.424127 1.878827 2.077789 -0.3 0.4 0.0 -0.15
C 0.020698 0.446971 2.160355 -0.3 0.4 0.2 -0.09
C -0.938583 -0.493911 2.918096 0.2 -0.3 -0.2 -0.16
C -1.643453 -1.567422 2.080944 0.1 -0.4 0.5 -0.21
C -0.745809 -2.308333 1.085346 -0.1 0.4 -0.4 -0.26
C -1.170274 -2.019083 -0.355787 -0.1 -0.2 0.5 -0.09
N -0.028222 2.587921 0.989637 -0.5 0.4 0.5 0.14
C -0.379344 3.888102 0.781222 -0.3 -0.3 0.5 -0.52
Cl 0.181535 4.564620 -0.669264 0.1 -0.2 0.0 0.95
H 1.587058 1.864430 -1.243451 -0.2 0.2 0.2 0.01
H 3.131993 1.011709 -1.121743 0.0 0.0 0.1 0.08
H 3.015303 2.523619 -2.043863 -0.1 -0.1 0.1 0.00
H 2.925120 0.275626 -3.426537 0.1 0.1 -0.3 0.09
H 1.648130 1.517624 -3.708660 0.3 0.0 -0.5 0.09
H 0.798665 -0.191835 -1.566358 0.1 -0.2 0.1 0.08
H 1.200833 -1.194244 -2.940493 0.0 -0.1 -0.1 0.11
H -1.041754 -0.652714 -3.387768 -0.1 -0.1 -0.2 0.11
H -0.196586 0.630381 -4.269993 -0.1 -0.1 -0.3 0.11
H -0.491101 2.119553 -2.275209 0.3 0.1 0.0 0.07
H -1.486742 0.887380 -1.520048 0.2 -0.1 0.1 0.09
H -3.263632 1.315239 -2.871664 -0.2 -0.1 -0.1 0.11
H -2.280619 1.594561 -4.284526 -0.1 0.1 -0.2 0.10
H -2.045353 3.714337 -2.177092 0.2 0.0 0.1 0.06
H -3.636257 3.506120 -2.831142 -0.1 0.2 0.1 0.10
H -3.165135 4.664613 -4.645845 0.0 0.3 -0.1 0.11
H -1.996729 3.474865 -5.104192 0.2 0.0 -0.3 0.06
H -0.982284 5.658072 -5.140136 0.2 0.2 0.0 0.09
H -0.224428 4.660617 -3.908539 0.2 0.2 0.1 0.11
H -1.523446 5.858334 -2.137111 0.1 0.0 0.1 0.04
H -2.437318 6.666047 -3.362855 -0.2 0.0 0.1 0.12
H 0.185234 7.345013 -4.048691 0.2 0.0 -0.1 0.10
H -1.034713 8.386749 -3.395063 0.0 0.2 0.1 0.11
H 1.022009 8.567795 -2.138735 0.4 -0.1 0.0 0.10
H 1.064222 6.844537 -1.805100 0.1 -0.1 0.0 0.06
H -1.378282 7.506999 -0.785996 -0.1 0.0 0.2 0.08
H -0.597230 9.063556 -0.661173 -0.2 0.1 0.2 0.12
H 0.875265 8.407697 0.979452 0.1 0.0 0.1 0.12
H 1.069656 6.802401 0.387643 0.0 -0.2 -0.1 0.07
H -1.061424 7.948523 2.219307 -0.3 0.1 -0.1 0.07
H 0.073914 6.671455 2.517809 0.0 0.1 0.2 0.12
H -2.000547 6.058328 0.412018 0.0 0.1 -0.1 0.11
H -2.486993 6.168509 2.073023 -0.3 0.1 0.0 0.08
H -2.334067 5.567673 3.964029 0.3 0.1 0.1 0.08
H -2.252582 4.014994 4.838246 0.2 0.1 0.2 0.13
H -4.019382 3.938226 2.475892 0.1 0.0 -0.1 0.12
H -4.351064 3.444187 4.117871 0.0 -0.1 0.2 0.12
H -5.333834 5.486040 3.036485 -0.2 0.1 0.0 0.01
H -1.533898 2.030719 3.893031 0.1 -0.1 0.1 0.13
H 0.983833 0.443323 2.669348 0.2 0.1 0.0 0.14
H 0.216767 0.113838 1.142514 0.0 -0.2 -0.1 0.10
H -0.350413 -1.014974 3.668812 0.1 0.0 0.1 0.12
H -1.689942 0.058540 3.473199 -0.1 0.1 0.0 0.10
H -2.023955 -2.291768 2.809399 -0.1 0.2 -0.1 0.06
H -2.530426 -1.182168 1.582149 0.0 0.2 -0.2 0.11
H 0.296818 -2.015013 1.211968 0.1 0.0 0.1 0.10
H -0.785741 -3.375692 1.260512 0.0 -0.2 0.1 0.05
H -2.155165 -2.451766 -0.518547 -0.1 0.0 -0.2 0.08
H -0.481068 -2.446132 -1.073897 0.1 0.0 -0.2 0.07
H -1.255918 -0.942737 -0.497741 0.1 0.0 -0.2 0.04
H 0.531826 2.124331 0.281086 0.0 0.0 -0.1 0.12
C -1.084597 -5.115501 4.337432 -0.1 -0.2 0.0 -1.54
Cl -0.879137 -6.820225 4.721599 0.1 0.1 -0.1 0.50
Cl -2.336138 -4.896544 3.098139 0.1 -0.1 0.0 0.54
Cl -1.475960 -4.174984 5.780001 0.0 0.0 0.0 0.54
H -0.148364 -4.748812 3.939872 0.0 0.0 0.0 -0.06
C -2.414165 4.153043 -8.653873 0.0 0.0 0.1 -1.57
Cl -1.215007 3.071504 -7.940008 0.0 0.0 0.0 0.52
Cl -4.020256 3.431066 -8.584869 0.0 0.0 0.0 0.53
Cl -2.398845 5.725081 -7.849128 0.0 0.0 0.0 0.54
H -2.152142 4.297247 -9.695880 0.0 0.0 0.2 -0.07
C 5.320232 2.780952 -4.814601 0.0 -0.1 0.0 -1.53
Cl 5.559314 1.050670 -5.013851 0.0 0.0 -0.1 0.53
Cl 3.883599 3.319227 -5.692003 0.0 0.0 0.0 0.55
Cl 5.184580 3.190092 -3.102979 0.1 0.1 0.0 0.55
H 6.180717 3.296821 -5.219810 0.0 0.1 0.0 -0.03
C 8.425540 4.689112 -1.757183 0.0 0.0 0.1 -1.55
Cl 8.353685 4.581396 -3.517375 0.4 -0.1 0.0 0.50
Cl 9.898387 3.944945 -1.143707 0.0 0.0 0.0 0.55
Cl 8.294335 6.365820 -1.233412 0.0 0.0 0.0 0.54
H 7.579589 4.143780 -1.359705 0.0 0.0 0.0 -0.01
C -7.869438 3.635618 1.887130 0.1 -0.1 0.0 -1.53
Cl -7.192738 5.110337 1.179517 0.0 0.0 0.0 0.55
Cl -7.170765 2.207291 1.126789 0.0 0.0 0.0 0.53
Cl -7.614261 3.608444 3.630093 0.0 0.0 0.0 0.56
H -8.934795 3.634985 1.699345 0.0 0.0 0.0 0.02
C 1.206510 -8.663830 7.661680 0.1 0.1 0.0 -1.54
Cl 0.734668 -6.992538 7.989223 0.0 0.0 0.0 0.52
Cl 2.335628 -8.743085 6.309713 -0.1 -0.1 0.1 0.52
Cl 1.909766 -9.391911 9.105054 0.0 -0.1 0.0 0.55
H 0.318867 -9.225391 7.398654 0.0 0.0 0.0 -0.05
C 2.649788 -6.354873 2.857526 0.0 -0.1 0.1 -1.49
Cl 2.543293 -8.110458 2.825750 0.2 0.1 0.0 0.51
Cl 1.385174 -5.646852 1.839163 0.0 0.1 0.0 0.54
Cl 2.549161 -5.746644 4.515358 0.0 0.1 -0.2 0.53
H 3.605408 -6.058653 2.446267 0.0 0.0 0.0 0.02
C -4.761637 -7.714058 6.344935 0.0 0.0 -0.1 -1.51
Cl -6.173873 -8.721113 6.010663 0.2 -0.1 0.1 0.53
Cl -3.375221 -8.696284 6.841604 0.0 -0.1 0.0 0.55
Cl -4.308571 -6.741337 4.954145 0.0 -0.1 0.1 0.49
H -5.007320 -7.050027 7.163021 0.0 0.0 0.0 0.02
C -3.878755 8.935834 4.268865 0.0 0.0 0.0 -1.53
Cl -3.890782 8.822604 2.506281 0.0 0.0 -0.1 0.55
Cl -2.392254 8.235091 4.925282 0.0 0.0 0.0 0.56
Cl -4.069376 10.601121 4.793901 0.0 0.0 0.0 0.56
H -4.712688 8.358550 4.645372 0.0 -0.1 0.0 0.01
C 5.139063 -2.784273 -6.919466 -0.1 0.0 0.0 -1.55
Cl 5.973963 -2.217085 -5.469276 0.0 -0.1 0.0 0.50
Cl 4.041442 -4.106785 -6.528173 0.0 0.0 0.0 0.53
Cl 4.277485 -1.459625 -7.700729 0.0 0.0 0.0 0.52
H 5.883791 -3.157016 -7.609495 0.0 0.0 0.0 0.01
C -7.662791 -4.484293 4.102753 0.0 -0.1 -0.1 -1.53
Cl -6.145072 -3.602847 4.327293 0.0 0.0 0.0 0.50
Cl -8.217006 -4.345277 2.433587 0.0 0.0 0.0 0.53
Cl -7.489114 -6.174056 4.571568 -0.3 0.3 -0.1 0.51
H -8.407684 -4.030399 4.742049 0.0 0.0 0.0 0.01
C -2.114454 1.623376 -12.298470 0.1 0.0 0.0 -1.54
Cl -1.989273 1.348568 -14.030746 0.0 0.0 0.0 0.55
Cl -0.701114 0.999349 -11.451230 0.0 0.0 0.0 0.53
Cl -2.337895 3.345839 -11.954970 0.0 0.0 -0.2 0.56
H -2.986618 1.098533 -11.932552 0.0 0.0 0.0 0.01
C 4.374376 -6.838443 10.064683 0.0 0.0 0.0 -1.58
Cl 3.771044 -5.971166 11.476525 0.0 0.0 0.0 0.53
Cl 4.844412 -5.712638 8.786627 0.0 0.0 0.0 0.51
Cl 5.714914 -7.896465 10.496861 0.0 0.0 0.0 0.53
H 3.572922 -7.454431 9.682861 0.0 0.0 0.0 -0.07
C -1.869841 -11.178251 9.034272 0.0 0.0 0.1 -1.56
Cl -3.109352 -12.417749 9.180817 0.0 0.0 0.0 0.55
Cl -1.188846 -10.763951 10.605911 0.0 0.0 0.0 0.54
Cl -0.598559 -11.678051 7.910290 0.0 -0.1 -0.1 0.55
H -2.326830 -10.289857 8.624031 -0.1 0.0 0.1 -0.07
C 0.348361 -10.045040 0.148563 0.1 0.0 0.1 -1.53
Cl -0.304228 -9.291777 1.598393 -0.3 -0.1 0.0 0.51
Cl 0.874529 -8.803847 -0.995984 -0.1 0.1 -0.1 0.52
Cl 1.679073 -11.127477 0.550974 0.0 0.0 0.0 0.53
H -0.432051 -10.626285 -0.323195 0.0 0.0 0.0 0.01
C 4.354319 -8.864941 -2.377036 0.1 0.0 0.0 -1.56
Cl 5.082633 -7.444188 -3.125079 0.0 0.0 0.0 0.53
Cl 5.060930 -10.345669 -3.025172 0.0 -0.1 0.0 0.54
Cl 4.522214 -8.808304 -0.625643 0.0 0.0 0.1 0.51
H 3.298610 -8.867478 -2.613542 0.0 0.0 0.0 -0.03
C 4.465408 6.981061 -5.060067 0.0 0.0 -0.1 -1.54
Cl 3.731309 7.479042 -3.531716 0.0 0.0 0.0 0.54
Cl 4.678582 8.357049 -6.137366 0.0 0.0 0.0 0.55
Cl 5.998296 6.155397 -4.765799 -0.2 0.3 0.0 0.51
H 3.794448 6.278113 -5.536116 0.0 0.0 0.0 -0.02
C 8.960908 -11.296826 -2.382484 0.1 0.0 0.0 -1.57
Cl 9.159565 -12.127577 -0.839901 0.0 0.0 0.0 0.52
Cl 9.517147 -9.625846 -2.270116 0.0 0.0 0.0 0.52
Cl 9.807451 -12.153217 -3.670525 0.0 0.0 0.0 0.53
H 7.906898 -11.284728 -2.623108 0.0 0.0 0.0 -0.03
```
Positions in Å, forces in eV/Å.

---

Record 3
The following is a DFT calculation (wB97M-V/def2-TZVPD) of C25H41GeIrN2O2Si3 as an isolated structure at a distorted geometry.

Results
- F_max: 0.05904 Eh/bohr
- 2S+1: 2
- Kohn-Sham gap (alpha / beta): 5.96 / 5.38 eV
- Total charge: +1
- Energy: -116649.73420 eV

The geometry in XYZ format:
```
75
Properties=species:S:1:pos:R:3:forces:R:3:lowdin_spin:R:1
Ir 1.283486 -0.620576 -1.415801 -0.8 0.8 1.7 0.68
O -0.341661 -0.202114 -2.509230 -0.1 -0.8 -0.3 0.10
C -0.512707 0.734467 -3.397259 0.7 0.7 0.3 0.01
C -1.717042 0.764224 -4.126653 -0.3 0.0 -0.3 0.02
C -2.006364 1.781692 -5.007922 0.3 -0.5 0.5 0.00
C -1.089806 2.819018 -5.202453 0.4 0.4 0.0 0.02
C 0.113647 2.805985 -4.545269 -0.2 0.0 -0.2 -0.01
C 0.463754 1.770003 -3.648879 -0.8 -0.5 0.0 0.02
C 1.751440 1.776027 -3.083666 0.5 -0.7 1.1 -0.01
N 2.203416 0.952712 -2.143367 -1.1 0.7 -1.7 0.03
C 3.629147 0.978276 -1.864698 0.7 -0.1 0.2 0.00
C 3.898964 0.215620 -0.563507 0.4 0.8 0.0 0.00
N 2.966368 -0.889589 -0.454917 0.4 -2.0 0.5 0.03
C 3.355865 -1.988531 0.181749 -0.3 1.1 -0.5 -0.01
C 2.598348 -3.157686 0.379065 -1.1 -0.5 -0.3 0.02
C 3.179940 -4.250888 1.064702 -0.1 -0.1 -0.1 -0.01
C 2.508073 -5.431111 1.250748 0.4 0.1 0.1 0.02
C 1.216041 -5.592223 0.743124 -0.2 0.6 -0.3 0.00
C 0.604084 -4.551060 0.083115 -0.2 -0.3 0.1 0.01
C 1.241256 -3.309944 -0.093228 0.9 0.5 0.4 0.01
O 0.567047 -2.329225 -0.629177 -0.3 -0.2 -0.9 0.10
H -2.408555 -0.051196 -3.983328 -0.1 -0.1 0.1 0.00
H -2.941558 1.779559 -5.548000 -0.1 0.0 0.0 0.00
H -1.327827 3.623709 -5.882710 0.0 0.0 0.0 0.00
H 0.815488 3.612478 -4.704750 0.1 0.0 -0.1 0.00
H 2.456905 2.507281 -3.474840 0.0 0.1 0.1 0.00
H 3.996167 2.008577 -1.794637 -0.1 -0.1 0.0 0.00
H 4.153041 0.493606 -2.698299 -0.1 0.0 0.1 0.00
H 3.752481 0.893996 0.290534 0.0 -0.2 -0.1 0.00
H 4.933394 -0.145036 -0.547916 -0.2 0.1 0.1 0.00
H 4.369344 -2.000900 0.575636 0.0 0.1 0.0 0.00
H 4.186385 -4.140358 1.436234 0.2 0.0 0.1 0.00
H 2.982104 -6.246903 1.769014 0.1 -0.1 0.1 0.00
H 0.693216 -6.529157 0.872297 0.0 0.0 0.0 0.00
H -0.388556 -4.658976 -0.325755 -0.1 0.0 0.0 0.00
C -3.943502 2.002156 1.248427 0.6 -0.4 -0.4 0.00
Si -2.771300 1.406931 -0.136409 1.6 -0.8 -0.4 0.00
C -1.931140 2.857784 -1.049625 -0.6 -0.4 0.0 0.00
C -3.544294 0.059936 -1.241145 0.1 0.7 0.1 0.00
Ge -0.474177 0.114492 0.544194 -1.8 1.6 1.8 -0.02
Si 0.582989 1.944458 1.992155 0.7 -0.7 -0.7 -0.01
C 1.952493 0.979092 2.926622 -0.4 0.5 -0.3 0.00
C -0.549281 2.869499 3.227339 0.2 -0.6 -0.7 0.00
C 1.364291 3.175507 0.750973 -0.2 -0.4 0.5 0.00
Si -1.490429 -1.581781 2.166960 1.0 -0.2 -0.6 0.00
C -2.398740 -2.783910 0.999239 0.3 0.3 0.5 0.00
C -2.651999 -0.817495 3.478084 0.5 0.1 -0.8 0.00
C 0.038614 -2.291742 3.068786 -0.7 -0.1 -0.3 0.00
H -4.653454 2.719599 0.850259 -0.1 0.2 -0.3 0.00
H -3.410092 2.486940 2.057669 0.2 0.1 0.2 0.00
H -4.521061 1.185333 1.665461 -0.1 -0.2 0.0 0.00
H -2.548418 3.211962 -1.870067 -0.2 0.2 -0.2 0.00
H -0.981551 2.547010 -1.476837 0.1 -0.1 0.1 0.00
H -1.750658 3.698933 -0.388775 0.0 0.1 0.2 0.00
H -4.094745 0.506751 -2.065531 -0.2 0.1 -0.2 0.00
H -4.236136 -0.563597 -0.684484 -0.1 -0.1 0.2 0.00
H -2.766032 -0.577367 -1.658690 0.0 0.1 0.0 0.00
H 1.616138 0.681150 3.912871 -0.1 -0.1 0.2 0.00
H 2.846431 1.578015 3.061468 0.2 0.2 0.1 0.00
H 2.236160 0.081532 2.383081 0.0 -0.1 -0.1 0.00
H -1.176095 2.189901 3.793409 -0.1 -0.2 0.1 0.00
H -1.195509 3.575773 2.718478 -0.1 0.1 -0.2 0.00
H 0.044442 3.431776 3.940213 0.3 0.1 0.1 0.00
H 1.620092 2.673741 -0.178906 0.0 -0.1 -0.1 0.00
H 2.270084 3.624727 1.146118 0.2 0.1 0.2 0.00
H 0.683339 3.986696 0.520567 -0.2 0.1 -0.1 0.00
H -3.427876 -2.478986 0.841552 -0.2 0.1 0.0 0.00
H -2.415445 -3.798248 1.383622 0.0 -0.2 0.2 0.00
H -1.896258 -2.804136 0.037192 0.1 0.0 -0.1 0.00
H -3.529232 -0.364433 3.034138 -0.2 0.1 -0.1 0.00
H -2.142519 -0.058948 4.060771 0.2 0.2 0.1 0.00
H -2.992505 -1.579942 4.169744 0.0 -0.3 0.1 0.00
H 0.840257 -2.521083 2.372012 0.1 0.0 -0.1 0.00
H -0.205397 -3.207172 3.600018 -0.1 -0.2 0.2 0.00
H 0.417186 -1.582610 3.799087 0.0 0.2 0.1 0.00
```
Positions in Å, forces in eV/Å.